Entry 1:
DFT (ωB97M-V with the def2-TZVPD basis set) results for 3 unconnected molecules or ions with the total composition C6H18O2 at a distorted geometry.

```
26
Properties=species:S:1:pos:R:3:forces:R:3
C -1.031 -2.273 -0.240 1.01 0.45 0.64
C 0.401 -1.694 -0.348 0.05 -1.26 0.39
C 0.908 -0.949 0.897 -0.44 0.74 -0.70
C 1.083 0.557 0.634 0.78 0.13 0.68
C 1.473 1.212 1.966 0.54 0.69 -0.56
C 2.114 0.923 -0.469 -0.56 -1.61 0.25
H -1.612 -1.744 0.516 -0.48 0.55 -0.60
H -1.460 -2.384 -1.225 -0.58 0.12 -0.02
H -0.959 -3.235 0.225 0.04 -0.87 0.01
H 0.539 -1.143 -1.266 -0.10 0.54 -0.04
H 1.035 -2.567 -0.505 0.17 -0.03 0.00
H 1.836 -1.395 1.255 0.11 0.17 0.06
H 0.187 -0.973 1.721 -0.04 -0.53 -0.02
H 0.123 0.967 0.314 -0.13 -0.08 0.06
H 0.687 1.227 2.709 -0.26 0.10 0.10
H 1.904 2.207 1.811 -0.70 0.28 -0.03
H 2.330 0.734 2.403 0.35 -0.85 0.27
H 2.519 0.005 -0.909 -0.01 0.00 0.02
H 1.548 1.379 -1.273 0.54 0.70 -0.14
H 2.979 1.431 -0.053 -0.17 0.60 -0.28
O -3.139 1.438 -0.062 0.62 0.65 0.88
H -3.023 1.163 0.857 -0.43 -0.79 -0.04
H -2.679 2.283 0.060 -0.16 0.14 -0.83
O -1.020 0.376 -2.112 0.11 0.05 -0.12
H -1.768 0.954 -2.276 -0.14 0.03 0.04
H -1.245 -0.076 -1.292 -0.13 0.09 -0.04
```
Positions in Å, forces in eV/Å.

Its SMILES is CCCC(C)C.O.O. Its net charge is 0.

Entry 2:
DFT (ωB97M-V with the def2-TZVPD basis set) results for a molecular structure, C6H18O6Rb at a distorted geometry.

```
31
Properties=species:S:1:pos:R:3:forces:R:3
Rb -1.347 0.604 0.112 0.18 0.38 0.38
C -1.153 -2.046 -2.508 -1.07 0.01 -1.44
C -2.037 -2.728 -1.477 -0.24 -0.03 -1.73
O -1.724 -2.078 -0.284 0.10 -0.12 1.55
O -1.273 -0.627 -2.363 0.36 -0.19 0.22
H -1.479 -2.265 -3.543 -0.10 -0.39 0.53
H -0.135 -2.392 -2.463 0.62 0.05 0.45
H -1.779 -3.803 -1.521 -0.29 0.38 0.39
H -3.103 -2.573 -1.770 0.60 -0.23 0.37
H -2.043 -2.539 0.503 -0.07 -0.23 -0.37
H -0.611 -0.251 -2.944 0.04 0.28 -0.24
C 2.450 -2.397 0.862 -0.42 -0.85 -0.67
C 1.980 -1.444 -0.233 -1.06 -0.14 -0.56
O 1.684 -0.135 0.299 -0.53 -0.73 -0.70
O 3.714 -1.958 1.228 0.44 1.82 -0.53
H 2.527 -3.445 0.526 -0.34 0.31 -0.32
H 1.710 -2.386 1.666 0.06 0.17 0.28
H 1.025 -1.761 -0.704 0.46 -0.15 0.63
H 2.677 -1.402 -1.083 0.27 0.18 0.51
H 2.396 0.089 0.880 0.84 0.34 0.56
H 4.184 -2.449 1.877 0.10 -0.91 0.82
C -1.185 4.029 2.001 0.66 0.94 -2.47
C -0.288 3.943 0.691 0.18 0.15 2.06
O -0.939 3.352 -0.414 -0.12 -0.43 0.23
O -1.320 2.760 2.527 0.17 -1.81 0.64
H -2.194 4.380 1.775 0.20 0.52 -0.10
H -0.621 4.739 2.600 -0.24 -0.02 0.55
H 0.609 3.389 1.071 -0.56 -0.11 -0.71
H 0.102 4.919 0.421 -0.26 0.35 0.04
H -0.626 3.776 -1.212 0.03 0.11 -0.23
H -1.200 2.702 3.481 -0.01 0.32 -0.16
```
Positions in Å, forces in eV/Å.

Its net charge is +1.

Entry 3:
DFT (ωB97M-V with the def2-TZVPD basis set) results for a gas-phase ion, C6H18OP (charge -1).

```
26
Properties=species:S:1:pos:R:3:forces:R:3
C -2.591 -1.039 0.553 0.41 -0.35 0.19
O -1.373 -1.726 0.345 -0.10 0.08 -0.16
C -0.623 -1.963 1.514 0.16 -0.29 -0.11
C 0.865 -1.565 1.416 -0.24 0.45 -0.17
C 1.290 -0.696 0.221 -0.08 -0.30 0.36
C 1.041 0.781 0.477 0.50 -0.08 -0.06
C 1.371 1.688 -0.693 -0.40 -0.05 -0.01
P 0.041 1.781 -2.088 0.18 0.31 0.02
H -3.178 -1.153 -0.346 -0.12 0.09 -0.27
H -2.423 0.014 0.754 0.06 0.31 -0.04
H -3.145 -1.472 1.392 -0.11 -0.09 0.08
H -1.089 -1.480 2.366 -0.14 0.34 0.18
H -0.680 -3.035 1.719 -0.01 -0.21 0.09
H 1.092 -0.970 2.297 0.12 0.05 0.32
H 1.490 -2.448 1.498 0.05 -0.31 -0.18
H 2.360 -0.846 0.114 0.31 0.05 -0.20
H 0.832 -1.016 -0.706 -0.25 -0.08 -0.19
H 1.690 1.052 1.314 0.01 0.06 0.37
H 0.021 0.924 0.830 -0.38 0.15 -0.12
H 1.486 2.702 -0.318 0.01 0.35 -0.06
H 2.310 1.391 -1.159 0.23 -0.13 -0.11
H -0.655 2.868 -1.326 -0.09 0.01 0.11
H -0.783 0.770 -1.407 -0.16 -0.16 0.07
H 0.741 0.722 -2.864 0.01 -0.15 -0.05
H 0.889 2.810 -2.758 0.01 0.01 -0.03
H -0.979 1.904 -3.148 0.03 -0.05 -0.02
```
Positions in Å, forces in eV/Å.

Its net charge is -1.

Entry 4:
DFT (ωB97M-V with the def2-TZVPD basis set) results for a molecular structure, C6H19BeN2Si at a distorted geometry.

```
29
Properties=species:S:1:pos:R:3:forces:R:3
C -0.942 1.229 -2.278 -2.55 0.81 -1.90
Be 0.933 1.084 -2.659 0.07 -0.75 2.79
N 2.557 1.659 -1.192 0.24 -0.67 1.27
N 1.297 -0.496 -3.166 0.29 -2.47 -0.25
H 2.577 0.741 -0.690 0.09 1.26 -0.56
H 2.171 1.434 -3.335 -0.46 1.48 -1.36
H -1.253 2.054 -1.658 -0.15 0.58 -0.14
H -1.748 0.492 -2.220 0.42 -0.27 0.29
H -1.048 1.486 -3.336 -0.24 0.82 -1.04
H 1.609 -0.968 -2.275 -0.56 0.53 -1.40
H 2.037 -0.539 -3.910 -1.17 0.03 1.06
H 0.418 -0.945 -3.481 0.69 -0.14 0.22
H 3.449 1.946 -1.603 -0.42 -0.06 0.44
H 2.127 2.335 -0.559 0.42 -0.15 -0.12
C -2.631 -0.318 1.985 -0.34 0.19 0.25
Si -0.774 -0.679 1.847 -0.15 0.68 -1.48
C 0.045 0.142 3.350 0.27 0.32 0.06
C -0.627 -2.551 2.195 0.22 -0.30 -0.27
C -0.146 -0.025 0.185 -1.30 -0.67 1.37
C 0.103 0.475 -0.962 4.44 -1.50 1.56
H -3.024 -0.316 3.013 0.10 -0.07 -0.04
H -3.226 -1.043 1.413 0.18 0.13 0.00
H -2.823 0.674 1.557 0.02 -0.18 0.05
H -0.370 -0.150 4.329 -0.09 -0.11 -0.40
H 1.119 -0.083 3.384 -0.14 0.07 -0.08
H -0.057 1.234 3.280 0.08 -0.13 -0.03
H -1.452 -3.121 1.738 0.22 0.22 -0.01
H 0.311 -2.940 1.778 -0.14 0.00 0.06
H -0.632 -2.812 3.269 -0.01 0.37 -0.30
```
Positions in Å, forces in eV/Å.

Its net charge is -1.

So what do the calculations give for lowest unoccupied orbital energy? Going down the list: 0.46, -2.65, 3.55, 3.29 eV.
So what do the calculations give for total energy? Going down the list: -389.854765, -714.714682, -655.842236, -653.590358 Ha.